The following is a quantum chemistry calculation of a gas-phase ion, C6H12N (charge +1), from OMol25.

Its spin multiplicity is 3. The HOMO-LUMO gap (alpha / beta) comes out at 8.342 / 7.963 eV. As for the energy above the lowest of the compared OMol25 structures with the same formula, charge and spin: 7.5 kcal/mol. As for the expectation value of S²: 2.007. The charge is +1.

Last column: natural (NBO) charge in e.
Element x y z (Å)
C 2.0616 -0.6153 -0.1127  -0.101
C 0.7109 -0.8044 -0.0848  0.064
C 3.2127 0.3639 0.0087  -0.642
C -0.4397 0.0754 0.1518  0.193
C -3.0626 -0.0950 -0.3851  -0.597
C -1.7858 -0.5365 0.4174  -0.453
N -0.2808 1.3513 0.0714  -0.646
H 2.6524 -1.4199 -0.5024  0.212
H 0.3948 -1.7937 -0.2469  0.221
H 3.0322 1.2428 0.6116  0.216
H 4.0181 -0.0694 0.4420  0.252
H -3.7419 -0.8510 0.1425  0.249
H -2.9405 -0.3105 -1.4632  0.229
H -3.1743 0.9435 -0.1132  0.207
H -1.7785 -1.6333 0.5349  0.239
H -1.8744 -0.1169 1.4167  0.232
H -1.0313 2.0649 0.0205  0.442
H 3.3198 0.5551 -1.0445  0.263
H 0.7071 1.6490 0.1352  0.419



The following is a quantum chemistry calculation of a single C10H18N2O3S molecule, from OMol25.

The HOMO-LUMO gap comes out at 8.996 eV. As for the structure (SMILES): CSCC[C@H](N)C(=O)N1CCC[C@H]1C(=O)O. As for the energy above the lowest of the compared OMol25 structures with the same formula, charge and spin: 3.1 kcal/mol.

Last column: natural (NBO) charge in e.
Element x y z (Å)
C -0.7104 1.5090 -0.3686  -0.136
C 0.5122 0.7855 -0.9686  0.693
C -1.6289 0.4869 0.3108  -0.409
C -2.2598 -0.4647 -0.7156  -0.568
C -4.6721 -0.8514 0.6209  -0.744
C 2.5939 -0.3587 -0.6215  -0.154
C 2.0938 -1.7752 -0.8895  0.796
C 3.6316 -0.3162 0.5119  -0.397
C 2.7578 -0.1001 1.7518  -0.418
C 1.6704 0.8532 1.2587  -0.212
H -0.9761 3.1654 -1.5191  0.359
H -1.2359 1.7316 -2.2781  0.381
H -0.3587 2.2439 0.3931  0.199
H -1.1111 -0.0796 1.0676  0.209
H -2.4156 1.0696 0.7972  0.214
H -1.4859 -0.9594 -1.3423  0.247
H -2.8859 0.1256 -1.3967  0.228
H -5.3420 -1.5851 1.1246  0.231
H -4.3825 -0.0521 1.3243  0.214
H -5.2347 -0.4950 -0.2460  0.216
H 3.0358 -0.0278 -1.5758  0.252
H 4.2522 -1.2239 0.5516  0.239
H 4.2742 0.5622 0.3648  0.216
H 3.3114 0.3761 2.6037  0.223
H 2.2908 -1.0089 2.1363  0.220
H 0.7117 0.6666 1.7325  0.210
H 1.9141 1.9262 1.4412  0.194
H 0.6253 -2.9309 -0.6501  0.506
N -1.4394 2.2432 -1.3946  -0.834
N 1.5570 0.5426 -0.1625  -0.435
O 0.4830 0.3637 -2.1121  -0.650
O 2.7303 -2.6152 -1.4963  -0.586
O 0.8911 -2.0334 -0.2964  -0.697
S -3.1974 -1.7739 0.0429  0.190



The following is a quantum chemistry calculation of 5 unconnected molecules or ions with the total composition C5H20N2O5, from OMol25.

The HOMO-LUMO gap comes out at 9.949 eV. As for the structure (SMILES): NC(N)=O.CO.CO.CO.CO. As for the energy above the lowest of the compared OMol25 structures with the same formula, charge and spin: 92.1 kcal/mol.

Last column: natural (NBO) charge in e.
Element x y z (Å)
C 16.5799 3.0539 -22.3942  -0.240
O 15.4377 3.7860 -22.1614  -0.732
H 16.3049 2.0279 -22.1498  0.161
H 16.8514 3.1230 -23.4476  0.158
H 17.3764 3.3469 -21.7102  0.176
H 14.7103 3.2197 -22.4294  0.476
C 12.0083 0.5566 -22.2781  -0.253
O 12.5772 1.2649 -23.3324  -0.734
H 12.5843 -0.2915 -21.9076  0.165
H 11.9089 1.0837 -21.3292  0.184
H 10.9981 0.2305 -22.5257  0.162
H 12.8480 0.7186 -24.0738  0.477
C 21.3518 1.8382 -26.4879  -0.223
O 20.7024 2.8074 -27.0924  -0.707
H 21.4977 0.9560 -27.1113  0.180
H 22.2667 2.1972 -26.0165  0.146
H 20.7485 1.6238 -25.6058  0.139
H 20.6684 3.5696 -26.5098  0.465
C 17.7168 -1.5446 -19.9030  -0.239
O 16.5466 -2.0079 -20.4004  -0.703
H 18.3829 -1.1742 -20.6823  0.153
H 17.5119 -0.8874 -19.0579  0.184
H 18.3353 -2.3773 -19.5681  0.146
H 16.8002 -2.4960 -21.1872  0.460
C 15.3651 8.6701 -20.4176  0.745
O 15.4806 9.7246 -19.8686  -0.664
N 15.3516 7.5044 -19.8524  -0.823
N 15.2586 8.5362 -21.7135  -0.834
H 15.2298 6.6964 -20.4460  0.386
H 15.3494 7.4069 -18.8471  0.406
H 15.1527 9.3576 -22.2916  0.402
H 15.1727 7.6464 -22.1834  0.381



The following is a quantum chemistry calculation of a molecular structure, C28H37ClN2O3PTc, from OMol25.

Its spin multiplicity is 4. The HOMO-LUMO gap (alpha / beta) comes out at 5.352 / 7.244 eV. As for the energy above the lowest of the compared OMol25 structures with the same formula, charge and spin: 10.2 kcal/mol. As for the expectation value of S²: 3.800. The charge is +1.

Last column: Mulliken spin population.
Element x y z (Å)
Tc 0.4401 0.1978 -0.1992  2.041
Cl 1.4258 -2.7812 -6.9299  -0.004
C 0.7729 -2.2018 -5.4357  -0.062
C -0.3300 -2.8342 -4.8791  0.168
C -0.8327 -2.3623 -3.6764  -0.082
C -0.2512 -1.2793 -3.0501  0.181
O -0.8190 -0.7643 -1.8351  0.034
C 0.8623 -0.6139 -3.5898  -0.094
C 1.5454 0.4972 -3.0434  0.569
N 1.3549 1.0248 -1.7992  0.075
C 2.1018 2.1589 -1.4479  -0.062
C 2.5902 3.1077 -2.3103  0.122
C 3.3978 4.1679 -1.8316  -0.026
C 3.7494 4.2634 -0.5179  0.061
C 3.2692 3.2943 0.3988  -0.007
C 3.6443 3.2418 1.7575  0.014
C 3.1895 2.2285 2.5547  -0.005
C 2.2846 1.2997 2.0279  0.022
N 1.8713 1.3419 0.7787  -0.046
C 2.4116 2.2847 -0.0667  -0.005
C 1.3558 -1.1281 -4.8118  0.108
H -0.7843 -3.6842 -5.3671  0.012
H -1.6763 -2.8760 -3.2417  0.004
H 2.3819 0.8795 -3.6176  0.042
H 2.3512 3.0466 -3.3641  0.012
H 3.7605 4.9067 -2.5351  -0.001
H 4.3969 5.0564 -0.1666  0.003
H 4.3135 3.9977 2.1525  0.000
H 3.4930 2.1416 3.5892  0.000
H 1.8765 0.5079 2.6392  -0.014
H 2.2197 -0.6536 -5.2599  0.007
C 1.0264 -2.3654 2.3876  0.018
C 0.8325 -2.6499 0.9015  0.074
C 1.4107 -4.0191 0.5385  0.014
C 1.4886 -1.5832 0.0254  -0.136
H 0.5544 -3.1316 3.0060  0.002
H 0.5984 -1.4004 2.6669  0.008
H 2.0934 -2.3457 2.6362  0.003
H -0.2402 -2.6765 0.6827  -0.017
H 2.4959 -4.0271 0.6754  -0.002
H 1.1983 -4.2743 -0.5014  0.000
H 0.9849 -4.7997 1.1728  -0.001
H 1.5493 -1.9137 -1.0197  0.017
H 2.5047 -1.3537 0.3620  -0.010
C -0.2869 1.1778 4.2488  0.002
C -0.7730 1.7574 2.9153  0.004
P -1.2464 0.5480 1.6023  -0.028
C -2.4271 1.6073 0.6509  -0.015
C -3.7497 1.9471 1.3415  0.005
C -2.2837 -0.5760 2.6113  0.016
C -3.0586 -1.6693 1.8886  0.004
H 0.1470 1.9678 4.8635  0.000
H 0.4683 0.3997 4.1311  -0.001
H -1.1089 0.7420 4.8159  0.000
H -0.0264 2.4268 2.4868  -0.005
H -1.6578 2.3701 3.0964  -0.002
H -2.6177 1.1379 -0.3140  -0.017
H -1.8693 2.5252 0.4366  0.010
H -4.3781 1.0636 1.4591  -0.001
H -4.3050 2.6732 0.7471  0.000
H -3.6050 2.3836 2.3304  0.000
H -2.9565 0.0742 3.1750  -0.001
H -1.6036 -1.0281 3.3360  0.004
H -3.7985 -1.2543 1.2005  0.000
H -3.5966 -2.2813 2.6139  0.001
H -2.4011 -2.3256 1.3251  -0.002
C -4.3690 -0.8180 -1.7595  0.000
O -2.9799 -0.4339 -1.9173  -0.005
C -2.0706 -1.3019 -1.5339  -0.002
O -2.2111 -2.3613 -1.0137  -0.002
H -4.8392 -0.0759 -1.1205  0.000
H -4.4450 -1.8091 -1.3246  0.000
H -4.8146 -0.7932 -2.7489  0.000



The following is a quantum chemistry calculation of 2 unconnected molecules or ions with the total composition C8H16N2, from OMol25.

The HOMO-LUMO gap comes out at 9.554 eV. As for the structure (SMILES): CCc1c[nH]cn1.CCC. As for the energy above the lowest of the compared OMol25 structures with the same formula, charge and spin: 27.1 kcal/mol.

Last column: natural (NBO) charge in e.
Element x y z (Å)
C 1.9241 -1.3568 -1.4559  -0.436
C 2.3965 -0.5528 -2.6556  -0.606
C 1.7296 -0.5467 -0.2370  0.103
C 2.5420 -0.1954 0.8295  -0.117
C 0.4769 0.5592 1.1625  0.148
N 0.4898 -0.0130 -0.0193  -0.461
N 1.7794 0.6178 1.6242  -0.520
H 0.9824 -1.7927 -1.8161  0.230
H 2.6217 -2.1993 -1.2457  0.214
H 3.2172 0.0917 -2.2708  0.194
H 3.6128 -0.1223 0.8159  0.216
H -0.2226 1.2783 1.5730  0.197
H 1.8836 0.9014 2.5863  0.412
H 1.6926 0.1642 -3.0686  0.212
H 2.8022 -0.9813 -3.5635  0.215
C -3.0260 0.8459 0.5996  -0.409
C -3.5360 0.7961 -0.8429  -0.607
C -3.4968 -0.3269 1.4213  -0.613
H -1.9489 1.0450 0.5835  0.209
H -3.3327 1.8045 1.0539  0.188
H -2.9821 1.3275 -1.6147  0.212
H -4.5443 1.2212 -0.9492  0.198
H -3.2386 -1.2520 0.8699  0.204
H -2.8706 -0.4688 2.3053  0.206
H -3.5310 -0.2358 -1.1791  0.201
H -4.5266 -0.3753 1.7366  0.210



The following is a quantum chemistry calculation of a molecular structure, C12H30F6Li4N3O20P2S6, from OMol25.

Its spin multiplicity is 2. The HOMO-LUMO gap (alpha / beta) comes out at 8.165 / 3.400 eV. As for the expectation value of S²: 0.755. The charge is +2.

Last column: Mulliken spin population.
Element x y z (Å)
Li -2.7416 -3.9161 -3.6512  0.000
Li 2.6768 -1.4774 2.3052  0.000
Li -2.2059 -0.1523 1.6982  -0.004
Li -3.1976 -2.2917 1.5075  0.000
N 1.9075 0.2429 2.8887  0.000
S 0.3636 0.4657 3.7716  0.000
O -0.8149 -0.1080 3.1113  -0.001
O 0.1974 1.7259 4.4579  0.000
F 0.5947 -0.5670 4.9801  0.000
S 1.4414 1.1661 1.7430  0.000
O 1.1094 2.5848 1.9696  0.001
O 0.6618 0.5537 0.6024  0.001
F 2.8212 1.3072 0.9694  0.000
N -4.0131 -0.4667 2.0548  0.002
S -4.4552 -0.3026 3.6854  0.000
O -5.2630 -1.2998 4.3866  0.000
O -4.3488 1.0044 4.2150  0.000
F -3.0032 -0.9192 4.0615  0.000
S -5.3299 0.2682 1.6001  0.000
O -5.1498 1.6752 1.2817  0.009
O -6.5993 -0.1890 2.1376  0.001
F -5.5143 -0.3712 0.0225  0.000
N -1.7731 -1.7451 0.4248  0.001
S -1.7241 -1.3414 -0.9573  -0.001
O -1.8718 -2.3121 -2.0113  0.000
O -0.8267 -0.2402 -1.1611  -0.001
F -3.2097 -0.7243 -0.9947  0.000
S -0.2389 -2.6054 0.3870  0.000
O 0.7058 -2.2246 1.4459  0.000
O 0.2837 -3.2085 -0.7968  0.000
F -0.8567 -3.9576 0.9826  0.000
C 0.1913 4.8551 -2.0783  -0.001
C -0.1547 4.1342 -0.7465  0.001
O -1.1504 3.1454 -1.1085  0.017
P -2.3315 2.5668 -0.1006  0.022
O -1.9448 1.5583 0.9252  0.048
O -3.4917 1.9645 -1.0658  0.083
C -3.2593 2.0536 -2.4411  0.001
C -4.7286 2.1026 -2.9810  0.002
O -2.8953 3.9969 0.4536  0.393
C -3.9033 4.1101 1.3949  0.084
C -3.9514 5.3768 2.1320  0.058
H 0.8159 4.3511 -2.8158  0.000
H -0.7042 5.3092 -2.5027  0.001
H 0.7379 5.7513 -1.7846  0.000
H 0.8257 3.8071 -0.4000  0.005
H -0.4723 4.8637 -0.0015  0.004
H -2.6175 2.7421 -2.9909  0.009
H -2.8236 1.0723 -2.6292  0.018
H -4.7913 2.1385 -4.0686  0.000
H -5.4189 1.3175 -2.6723  0.000
H -5.2819 2.9663 -2.6121  0.001
H -4.9375 4.0121 1.0650  0.116
H -3.7306 3.2910 2.0930  0.074
H -3.7846 6.2962 1.5708  0.009
H -4.8833 5.5209 2.6786  -0.001
H -3.1569 5.4191 2.8770  0.047
C 7.6587 -3.1148 -1.2687  0.000
C 6.8789 -1.8403 -1.0059  0.000
O 5.5989 -1.8112 -1.5313  0.000
P 4.4432 -2.5807 -0.7492  0.000
O 3.9202 -2.0429 0.5852  0.000
O 4.9840 -4.0991 -0.5847  0.000
C 4.4283 -4.9796 0.3713  0.000
C 2.9139 -5.0188 0.4777  0.000
O 3.3883 -2.7868 -1.9766  0.000
C 2.3605 -1.8522 -2.4563  0.000
C 3.0979 -0.8883 -3.4444  0.000
H 7.2663 -3.5060 -2.2074  0.000
H 8.7309 -2.9190 -1.2503  0.000
H 7.5282 -3.8026 -0.4333  0.000
H 6.8384 -1.6866 0.0725  0.000
H 7.5838 -1.0466 -1.2534  0.000
H 4.9634 -5.8868 0.0906  0.000
H 4.8659 -4.6546 1.3153  0.000
H 2.4632 -4.0492 0.6892  0.000
H 2.5048 -5.3792 -0.4661  0.000
H 2.5329 -5.6255 1.2993  0.000
H 1.5969 -2.4745 -2.9230  0.000
H 1.8510 -1.2732 -1.6861  0.000
H 3.3686 -1.5597 -4.2592  0.000
H 2.5224 -0.0236 -3.7750  0.000
H 3.9278 -0.3949 -2.9386  0.000



Computed max |F|, in the same sequence as the records: 6.259 1.639 5.109 0.879 2.834 12.348 eV/Å.